(1)
DFT (ωB97M-V with the def2-TZVPD basis set) results for a molecular structure, C73H68BN9O4SSiY at a distorted geometry.

Geometry as ORCA input:
```
! wB97M-V def2-TZVPD RIJCOSX def2/J DEFGRID3
* xyz 0 2
Y -0.863 -0.033 -0.252
C -2.916 -1.281 -4.275
C -1.908 -0.590 -3.598
N -1.610 -1.192 -2.456
N -2.395 -2.282 -2.378
C -3.204 -2.344 -3.455
B -2.718 -2.932 -1.011
N -1.412 -3.212 -0.233
C -0.922 -4.416 0.105
C 0.301 -4.234 0.710
C 0.490 -2.855 0.689
N -0.548 -2.255 0.119
N -3.614 -1.855 -0.364
C -4.917 -1.926 -0.035
C -5.417 -0.645 0.031
C -4.320 0.166 -0.273
N -3.247 -0.568 -0.508
N -3.422 -4.260 -1.224
C -3.019 -5.196 -2.118
C -3.774 -6.327 -1.924
C -4.621 -5.990 -0.858
N -4.393 -4.758 -0.448
H -3.361 -1.037 -5.216
H -1.429 0.321 -3.897
H -3.934 -3.118 -3.567
H -1.448 -5.328 -0.092
H 0.956 -4.976 1.118
H 1.333 -2.285 1.032
H -5.388 -2.876 0.127
H -6.417 -0.333 0.259
H -4.271 1.237 -0.328
H -2.232 -4.994 -2.818
H -3.724 -7.257 -2.453
H -5.374 -6.591 -0.387
O -1.916 -0.412 1.719
C -1.982 -0.502 3.073
C -1.150 0.654 3.721
C -1.670 1.942 3.181
C -2.264 2.836 4.066
C -2.818 4.003 3.575
C -2.769 4.218 2.214
C -2.163 3.269 1.380
C -2.327 3.550 -0.084
C -1.393 2.977 -1.196
O -1.377 1.615 -1.238
C -2.110 3.537 -2.447
C -1.937 4.857 -2.841
C -2.686 5.374 -3.883
C -3.612 4.580 -4.539
C -3.778 3.260 -4.154
C -3.038 2.744 -3.105
C 0.026 3.530 -1.183
C 0.584 4.281 -0.160
C 1.869 4.785 -0.288
C 2.610 4.538 -1.429
C 2.076 3.751 -2.439
C 0.796 3.250 -2.310
N -1.603 2.168 1.865
C -1.456 -1.903 3.421
C -0.264 -2.174 4.075
C 0.152 -3.485 4.262
C -0.621 -4.537 3.810
C -1.807 -4.277 3.145
C -2.211 -2.971 2.944
C -3.385 -0.332 3.676
C -4.369 0.362 2.991
C -5.595 0.617 3.579
C -5.846 0.207 4.877
C -4.867 -0.486 5.569
C -3.649 -0.757 4.973
H -0.121 0.534 3.413
H -1.225 0.637 4.809
H -2.300 2.601 5.118
H -3.294 4.714 4.235
H -3.233 5.090 1.776
H -2.361 4.634 -0.211
H -3.322 3.167 -0.339
H -1.218 5.481 -2.327
H -2.555 6.406 -4.179
H -4.205 4.990 -5.344
H -4.497 2.635 -4.663
H -3.168 1.722 -2.775
H 0.019 4.492 0.736
H 2.290 5.385 0.506
H 3.601 4.954 -1.536
H 2.653 3.530 -3.328
H 0.367 2.651 -3.099
H 0.352 -1.372 4.452
H 1.087 -3.685 4.767
H -0.295 -5.554 3.965
H -2.418 -5.093 2.786
H -3.120 -2.764 2.401
H -4.165 0.681 1.982
H -6.353 1.148 3.022
H -6.797 0.418 5.347
H -5.058 -0.820 6.579
H -2.896 -1.298 5.527
O 1.194 0.729 0.905
S 1.608 0.053 2.153
C 3.359 -0.477 2.144
C 4.416 0.373 1.879
C 5.708 -0.046 2.146
C 5.937 -1.301 2.689
C 4.877 -2.161 2.926
C 3.584 -1.747 2.654
C 2.025 1.426 3.280
C 2.001 2.722 2.801
C 2.298 3.767 3.659
C 2.592 3.511 4.989
C 2.597 2.209 5.466
C 2.315 1.160 4.608
H 4.227 1.356 1.479
H 6.537 0.616 1.948
H 6.943 -1.609 2.933
H 5.052 -3.142 3.342
H 2.749 -2.403 2.853
H 1.756 2.889 1.761
H 2.293 4.784 3.292
H 2.820 4.328 5.657
H 2.817 2.013 6.505
H 2.331 0.140 4.963
C 3.753 -2.882 -3.905
C 2.775 -2.683 -2.760
C 1.381 -3.112 -3.184
C 3.206 -3.482 -1.542
Si 2.594 -0.772 -2.221
O 1.290 -0.596 -1.396
C 2.660 0.147 -3.908
C 1.464 0.519 -4.500
C 1.442 1.276 -5.659
C 2.633 1.662 -6.249
C 3.836 1.284 -5.677
C 3.850 0.538 -4.510
C 4.224 -0.083 -1.496
C 4.168 1.279 -1.210
C 5.302 2.004 -0.895
C 6.538 1.378 -0.862
C 6.616 0.021 -1.117
C 5.471 -0.693 -1.432
H 3.811 -3.942 -4.162
H 4.753 -2.545 -3.644
H 3.431 -2.340 -4.790
H 1.365 -4.181 -3.409
H 1.059 -2.566 -4.067
H 0.671 -2.912 -2.387
H 3.195 -4.551 -1.774
H 2.524 -3.298 -0.718
H 4.209 -3.218 -1.219
H 0.551 0.209 -4.022
H 0.498 1.568 -6.098
H 2.627 2.262 -7.148
H 4.769 1.576 -6.139
H 4.799 0.268 -4.069
H 3.208 1.771 -1.256
H 5.223 3.061 -0.681
H 7.437 1.943 -0.652
H 7.575 -0.480 -1.095
H 5.572 -1.747 -1.647
*
```

electronic energy = -118844.798 eV
HOMO-LUMO gap (alpha / beta) = 7.69 / 3.42 eV
max |F| = 2.9 eV Å⁻¹
energy above the lowest of the compared OMol25 structures with the same formula, charge and spin = 0.0 kcal per mole
<S²> = 0.76

=====

(2)
DFT (ωB97M-V with the def2-TZVPD basis set) results for 14 unconnected molecules or ions with the total composition C74H144F18N12O14 at a distorted geometry.

Geometry as ORCA input:
```
! wB97M-V def2-TZVPD RIJCOSX def2/J DEFGRID3
* xyz 2 1
C 18.503 17.207 17.260
C 19.556 18.256 16.976
C 19.111 19.435 16.099
O 19.469 19.226 14.717
C 19.773 20.361 13.950
N 19.956 18.838 18.347
H 20.508 19.661 18.148
H 19.165 19.219 18.846
H 20.495 18.228 18.945
H 18.412 16.582 16.371
H 17.489 17.536 17.487
H 18.734 16.516 18.070
H 20.514 17.865 16.633
H 19.453 20.441 16.342
H 18.024 19.415 16.015
H 20.220 20.126 12.984
H 20.461 21.091 14.376
H 18.890 20.991 13.843
C 17.043 15.552 22.161
C 17.175 15.447 20.605
C 16.721 14.034 20.093
O 16.916 14.049 18.689
C 16.366 12.853 18.079
N 16.204 16.428 20.036
H 15.404 16.459 20.653
H 16.533 17.382 20.062
H 15.839 16.161 19.133
H 17.737 14.843 22.611
H 16.124 15.153 22.592
H 17.027 16.539 22.622
H 18.184 15.742 20.316
H 15.672 13.893 20.355
H 17.337 13.285 20.591
H 16.331 12.855 16.990
H 15.352 12.631 18.411
H 17.011 12.027 18.378
C 16.497 16.096 26.236
C 17.500 17.230 26.442
N 17.775 17.969 25.266
C 16.824 18.614 24.553
C 17.352 19.196 23.445
N 18.695 18.888 23.478
C 18.921 18.125 24.579
C 19.678 19.285 22.462
H 16.198 15.779 27.235
H 16.923 15.205 25.775
H 15.576 16.437 25.765
H 18.446 16.754 26.700
H 17.299 17.987 27.200
H 15.832 18.689 24.973
H 16.839 19.836 22.742
H 19.920 17.854 24.886
H 20.034 18.343 22.044
H 20.509 19.733 23.006
H 19.368 20.009 21.708
C 17.138 9.535 11.398
C 17.626 9.356 12.928
N 16.846 10.246 13.792
C 16.981 11.626 13.735
C 15.864 12.123 14.350
N 15.095 11.098 14.868
C 15.730 9.967 14.491
C 13.819 11.147 15.506
H 17.335 8.886 10.545
H 17.475 10.492 11.002
H 16.054 9.603 11.310
H 18.693 9.410 13.144
H 17.372 8.331 13.200
H 17.813 12.099 13.234
H 15.481 13.132 14.373
H 15.408 8.957 14.698
H 13.621 10.199 16.006
H 13.001 11.331 14.809
H 13.956 11.955 16.225
C 19.682 16.527 12.698
C 20.661 15.320 12.881
N 20.855 15.059 14.256
C 21.585 15.907 15.102
C 21.485 15.376 16.353
N 20.724 14.225 16.311
C 20.211 14.122 15.077
C 20.178 13.499 17.350
H 18.860 16.671 13.399
H 19.287 16.552 11.683
H 20.152 17.510 12.708
H 21.603 15.319 12.331
H 20.225 14.397 12.498
H 22.039 16.786 14.670
H 21.825 15.774 17.298
H 19.586 13.317 14.719
H 20.798 12.603 17.353
H 19.156 13.195 17.123
H 20.232 13.952 18.340
C 9.908 11.819 22.186
C 11.225 12.607 21.735
N 10.970 13.428 20.610
C 9.979 14.395 20.443
C 10.093 14.885 19.172
N 11.178 14.241 18.598
C 11.713 13.372 19.498
C 11.739 14.389 17.272
H 10.030 11.257 23.112
H 9.641 11.114 21.398
H 8.999 12.420 22.225
H 12.115 11.992 21.603
H 11.479 13.252 22.577
H 9.236 14.655 21.183
H 9.565 15.674 18.657
H 12.512 12.658 19.364
H 11.143 14.975 16.572
H 11.896 13.372 16.913
H 12.712 14.880 17.290
C 19.864 13.320 25.071
C 19.494 11.839 25.463
C 20.017 11.535 27.016
N 19.839 10.053 27.451
C 20.577 9.130 26.484
C 22.153 9.440 26.581
C 22.629 9.248 27.961
C 21.820 9.933 29.090
C 20.320 9.752 28.917
C 18.356 9.703 27.370
H 19.335 13.642 24.175
H 20.930 13.474 24.900
H 19.539 13.970 25.883
H 19.956 11.179 24.729
H 18.438 11.603 25.325
H 19.486 12.186 27.710
H 21.092 11.716 27.000
H 20.233 9.126 25.450
H 20.470 8.157 26.964
H 22.442 10.411 26.180
H 22.618 8.771 25.857
H 23.680 9.536 27.999
H 22.788 8.202 28.225
H 22.003 10.987 28.886
H 22.138 9.710 30.109
H 19.778 10.306 29.683
H 20.089 8.708 29.132
H 18.001 9.654 26.341
H 17.821 10.398 28.017
H 18.238 8.704 27.791
C 14.050 17.722 17.772
C 13.525 18.686 18.822
C 12.098 18.399 19.304
N 11.559 19.526 20.222
C 11.238 20.787 19.363
C 10.224 21.719 20.174
C 8.936 20.992 20.547
C 9.136 19.795 21.431
C 10.281 18.841 20.835
C 12.524 19.846 21.361
H 15.090 17.957 17.546
H 13.508 17.797 16.830
H 13.934 16.697 18.126
H 13.620 19.687 18.401
H 14.206 18.583 19.667
H 12.064 17.474 19.880
H 11.374 18.292 18.496
H 10.727 20.417 18.474
H 12.138 21.300 19.022
H 9.899 22.588 19.602
H 10.693 22.128 21.069
H 8.401 20.661 19.656
H 8.280 21.677 21.083
H 8.236 19.212 21.627
H 9.503 20.173 22.385
H 9.848 18.256 20.024
H 10.669 18.209 21.634
H 12.029 20.476 22.100
H 13.371 20.387 20.940
H 12.832 18.892 21.789
C 13.256 16.059 23.232
O 13.252 14.590 23.386
O 13.770 16.358 21.953
C 11.818 16.445 23.731
F 11.846 17.727 23.855
F 10.854 16.085 22.929
F 11.470 15.978 24.944
C 14.021 14.024 24.534
C 13.943 12.476 24.382
H 14.505 12.152 23.506
H 14.224 11.985 25.314
H 12.984 12.034 24.108
H 13.626 14.296 25.514
H 15.075 14.294 24.478
H 13.918 16.463 23.998
C 16.661 20.516 19.395
O 16.428 20.585 18.017
O 17.155 19.240 19.665
C 17.250 21.860 20.053
F 16.387 22.851 20.220
F 17.846 21.762 21.218
F 18.102 22.416 19.156
C 15.638 21.705 17.440
C 15.660 21.696 15.908
H 15.456 20.790 15.338
H 15.181 22.576 15.478
H 16.720 21.946 15.861
H 15.828 22.697 17.851
H 14.616 21.436 17.704
H 15.614 20.484 19.697
C 14.612 16.133 14.296
O 14.876 15.970 12.832
O 13.601 15.159 14.603
C 15.954 16.093 15.116
F 16.940 15.484 14.615
F 16.376 17.325 15.346
F 15.779 15.434 16.284
C 15.570 17.106 12.181
C 15.703 16.793 10.644
H 16.412 16.002 10.401
H 14.769 16.384 10.259
H 16.033 17.635 10.036
H 16.545 17.338 12.609
H 14.981 18.014 12.313
H 14.228 17.118 14.563
C 14.559 9.982 19.855
O 15.826 9.946 19.218
O 13.626 10.436 18.859
C 14.145 8.739 20.727
F 12.930 8.858 21.329
F 14.041 7.617 19.987
F 15.055 8.394 21.701
C 16.098 8.841 18.283
C 17.358 9.152 17.471
H 17.494 8.299 16.806
H 17.337 10.092 16.920
H 18.229 9.198 18.125
H 15.281 8.675 17.581
H 16.311 7.920 18.826
H 14.766 10.890 20.421
C 21.728 15.370 20.608
O 22.409 14.599 19.563
O 21.279 16.445 19.888
C 20.910 14.503 21.588
F 20.060 15.243 22.245
F 20.241 13.514 21.002
F 21.658 13.905 22.611
C 23.316 13.622 20.083
C 23.991 12.977 18.886
H 24.708 13.603 18.356
H 24.523 12.101 19.258
H 23.192 12.718 18.192
H 22.868 12.836 20.690
H 24.072 14.128 20.684
H 22.531 15.785 21.217
C 21.380 10.095 21.871
O 20.070 9.861 22.341
O 22.240 9.457 22.762
C 21.585 9.870 20.345
F 22.816 10.209 19.957
F 21.445 8.563 20.005
F 20.657 10.531 19.640
C 19.080 10.830 22.138
C 17.843 10.226 22.895
H 17.563 9.330 22.341
H 18.067 9.940 23.923
H 17.007 10.907 22.737
H 18.601 10.992 21.173
H 19.272 11.799 22.597
H 21.518 11.176 21.923
*
```

electronic energy = -174507.319 eV
HOMO-LUMO gap = 4.82 eV
max |F| = 5.1 eV Å⁻¹

=====

What is the formula in the second record? C74H144F18N12O14

=====

Among the records above, which one has the lowest electronic energy? C74H144F18N12O14